Entry 1:
Formula: C2H5ClN3O2
Source: the Open Molecules 2025 dataset
Level of theory: ωB97M-V with the def2-TZVPD basis set

```
! wB97M-V def2-TZVPD RIJCOSX def2/J DEFGRID3
* xyz 1 1
C -1.006 -1.108 -1.146
N -1.747 -0.255 -0.541
O -2.935 -0.043 -0.616
N -1.145 0.622 0.488
N 0.191 0.863 0.611
C 0.984 0.085 1.324
O 2.235 0.388 1.387
Cl 0.351 -1.306 2.069
H -1.480 -1.771 -1.847
H 0.055 -1.146 -0.998
H -1.752 1.436 0.582
H 0.614 1.694 0.175
H 2.792 -0.200 1.926
*
```

Output
Calculated total energy: -23231.166 eV
SMILES string: C=[N+]([O-])N/[NH+]=C(/O)Cl



Entry 2:
Formula: C2H5ClNO
Source: the Open Molecules 2025 dataset
Level of theory: ωB97M-V with the def2-TZVPD basis set

```
! wB97M-V def2-TZVPD RIJCOSX def2/J DEFGRID3
* xyz -1 1
C -0.829 -0.232 -0.638
C -0.308 0.362 0.662
N 1.416 -0.055 0.967
O 1.530 -1.243 0.881
Cl 2.306 0.775 -0.844
H -1.921 -0.645 -0.561
H -0.897 0.405 -1.470
H -0.119 -1.006 -1.153
H -0.158 1.408 0.606
H -1.020 0.232 1.550
*
```

Output
Calculated total energy: -18213.111 eV



Entry 3:
Formula: C2H5ClNO3S
Source: the Open Molecules 2025 dataset
Level of theory: ωB97M-V with the def2-TZVPD basis set

```
! wB97M-V def2-TZVPD RIJCOSX def2/J DEFGRID3
* xyz -1 1
C 0.348 0.101 -0.596
C -0.568 -1.059 -0.422
N -0.914 -1.851 -1.676
O -2.882 0.538 -1.477
O -2.602 1.523 0.707
O -3.950 -0.520 0.501
S -2.855 0.294 -0.036
Cl -0.267 -1.930 1.058
H 0.284 0.852 0.263
H 0.215 0.558 -1.574
H 1.437 -0.304 -0.590
H -1.987 -2.146 -1.718
H -0.698 -1.154 -2.424
*
```

Output
Calculated total energy: -33145.036 eV



Entry 4:
Formula: C2H5ClO3
Source: the Open Molecules 2025 dataset
Level of theory: ωB97M-V with the def2-TZVPD basis set

```
! wB97M-V def2-TZVPD RIJCOSX def2/J DEFGRID3
* xyz 0 1
C 1.245 0.391 0.479
C -0.815 -0.444 0.013
O 1.409 1.220 -0.598
O -1.069 -1.368 0.959
O -0.785 -0.868 -1.193
Cl -2.003 0.980 0.221
H 1.215 0.870 1.595
H 1.612 -0.568 0.333
H 0.963 2.044 -0.408
H -1.545 -1.953 0.366
H -0.224 -0.305 -1.767
*
```

Output
Calculated total energy: -20816.906 eV